# 1
11
Properties=species:S:1:pos:R:3:nbo_charge:R:1 method="wB97M-V/def2-TZVPD" energy_ev=-8776.3887 charge=0 fmax_ev_per_a=0.58 lumo_energy_ev=0.8848 e_above_lowest_kcal_mol=30.12
C 0.36428 1.47161 -1.28737 -0.452
N 0.23345 1.33281 0.14581 -0.423
C -0.00642 0.25353 0.72821 0.366
O -0.18950 -0.98664 0.10363 -0.525
C -0.44000 -2.01951 0.95300 0.651
O -0.50524 -1.94313 2.14739 -0.555
H 1.34251 1.91929 -1.49346 0.213
H -0.38697 2.19294 -1.62688 0.213
H 0.26081 0.54336 -1.86034 0.187
H -0.09623 0.18398 1.80617 0.194
H -0.57668 -2.94823 0.38384 0.131


# 2
39
Properties=species:S:1:pos:R:3:lowdin_spin:R:1 method="wB97M-V/def2-TZVPD" energy_ev=-66118.7840 charge=+1 fmax_ev_per_a=0.25 lumo_energy_ev="-3.8144 / -3.8407" multiplicity=2
Co -0.00453 0.30171 0.33208 0.977
O 3.51261 0.18462 1.89776 0.001
C 2.34446 0.11585 1.61631 0.000
O 1.82159 0.24561 0.42968 -0.010
C 1.30842 -0.12259 2.70740 0.004
C 1.74297 -0.38597 4.01081 0.000
C 0.80436 -0.59028 4.97824 0.002
C -0.56532 -0.48725 4.65067 0.000
C -1.57682 -0.65432 5.62628 0.000
C -2.89256 -0.51251 5.29830 0.000
C -3.24808 -0.17989 3.97544 0.000
C -2.29274 -0.02277 3.01152 0.000
C -0.92523 -0.19152 3.31486 0.001
N 0.03487 -0.04785 2.34519 0.010
H 2.80735 -0.42250 4.18968 0.000
H 1.08915 -0.81458 5.99862 0.000
H -1.27929 -0.89014 6.64002 0.000
H -3.66214 -0.63758 6.04699 0.000
H -4.29087 -0.03833 3.72394 0.000
H -2.58388 0.27821 2.01842 0.000
N -1.92532 0.22099 -0.30440 -0.005
C -2.41686 1.59037 -0.34867 0.000
C -3.72861 1.95682 -0.34592 0.001
C -4.06979 3.32452 -0.45812 -0.001
C -3.10502 4.28069 -0.60095 0.001
C -1.73569 3.92031 -0.60125 -0.001
C -0.66149 4.83184 -0.72966 0.005
C 0.62578 4.37442 -0.68422 0.000
C 0.86788 3.00489 -0.47805 0.007
N -0.11235 2.13541 -0.35870 0.004
C -1.40436 2.56671 -0.44458 0.001
H -1.85840 -0.11308 -1.26808 0.001
H -2.58242 -0.40791 0.14733 0.000
H -4.51106 1.21077 -0.27584 0.000
H -5.11363 3.60504 -0.44944 0.000
H -3.37561 5.32290 -0.70854 0.000
H -0.87032 5.88605 -0.86128 0.000
H 1.46612 5.04590 -0.78179 0.000
H 1.87111 2.60595 -0.39374 0.000


# 3
39
Properties=species:S:1:pos:R:3:nbo_charge:R:1 method="wB97M-V/def2-TZVPD" energy_ev=-27040.3173 charge=0 fmax_ev_per_a=1.08 lumo_energy_ev=-0.5849 e_above_lowest_kcal_mol=37.58
O 7.02335 -20.30584 -7.38667 -0.976
H 6.57853 -21.14335 -7.51680 0.499
H 7.94140 -20.48800 -7.58725 0.468
O 7.24648 -17.22878 -9.21883 -0.942
H 7.95793 -17.80156 -8.93247 0.486
H 7.57809 -16.81399 -10.01520 0.461
O 5.93428 -19.86477 -10.08058 -0.996
H 6.30434 -19.64401 -10.93530 0.487
H 6.36935 -19.26989 -9.46979 0.523
O 6.74413 -18.78062 -13.77027 -0.971
H 5.90851 -18.31845 -13.70411 0.512
H 6.91906 -18.82682 -14.71021 0.488
O 9.46176 -19.53777 -8.79264 -0.965
H 10.30722 -19.98633 -8.80751 0.474
H 8.92268 -20.02098 -9.41886 0.494
O 8.37212 -19.11393 -11.71501 -0.985
H 7.98024 -18.86588 -12.55235 0.489
H 9.19096 -18.61966 -11.67747 0.476
O 4.53754 -21.60074 -12.04167 -0.936
H 4.92779 -21.76552 -12.90003 0.469
H 5.28492 -21.53033 -11.44778 0.466
O 3.52274 -18.47287 -11.24775 -0.959
H 3.28157 -17.56000 -11.09050 0.458
H 4.19548 -18.65958 -10.59293 0.496
O 7.29055 -21.77370 -13.41243 -0.968
H 7.55824 -21.96129 -14.31208 0.481
H 7.16773 -20.82464 -13.39152 0.489
O 7.04884 -22.68474 -8.71491 -0.972
H 6.27934 -23.12200 -9.07949 0.460
H 7.51232 -22.33899 -9.47771 0.489
O 8.55525 -21.99354 -10.69656 -0.965
H 8.18318 -21.86846 -11.56957 0.507
H 9.50043 -22.03449 -10.84213 0.483
O 4.30440 -21.31327 -8.57082 -0.976
H 4.94993 -20.73014 -8.97018 0.496
H 4.26717 -22.06821 -9.15810 0.463
O 3.88777 -18.40580 -8.05027 -0.952
H 3.64741 -19.33142 -8.09149 0.489
H 3.05853 -17.93791 -8.14858 0.461


# 4
20
Properties=species:S:1:pos:R:3:nbo_charge:R:1 method="wB97M-V/def2-TZVPD" energy_ev=-15583.2473 charge=0 fmax_ev_per_a=1.49 lumo_energy_ev=0.3354 e_above_lowest_kcal_mol=44.21
C 0.75336 0.44908 1.80088 -0.672
C 0.55055 -0.61067 0.71758 0.574
O -0.16837 -1.74043 1.32682 -0.792
O 1.61790 -0.95502 0.03387 -0.858
H 0.41256 -2.49062 1.13466 0.489
H 1.14754 1.36684 1.36165 0.206
H -0.16176 0.66774 2.35095 0.205
H 1.50596 0.05457 2.48357 0.230
C -1.54306 0.98238 -0.06343 -0.636
C 0.51483 0.31115 -1.42057 0.910
C -0.53622 -0.08338 -0.44753 0.053
O 1.02455 1.51041 -1.39431 -0.609
O 0.73570 -0.41822 -2.46297 -0.613
O -1.14071 -1.24365 -1.00049 -0.749
H 0.24503 -1.26172 -2.27910 0.549
H 1.75370 1.58186 -2.03306 0.515
H -1.31041 -1.82405 -0.22701 0.517
H -2.21694 1.18818 -0.89749 0.219
H -2.13268 0.61046 0.77441 0.233
H -1.05152 1.90510 0.24158 0.228


# 5
85
Properties=species:S:1:pos:R:3:lowdin_charge:R:1 method="wB97M-V/def2-TZVPD" energy_ev=-83492.2079 charge=+3 fmax_ev_per_a=0.81 lumo_energy_ev=-10.5445
Bi -1.23459 -0.82427 0.94748 1.364
N -1.74919 2.23744 0.10276 -0.355
P -0.14587 1.77636 0.43761 0.861
C 0.92889 3.07236 -0.14145 -0.369
C 0.89877 4.28651 0.56034 -0.071
C 1.67998 5.33507 0.10534 -0.031
C 2.48777 5.17086 -1.01794 -0.016
C 2.51770 3.96291 -1.70144 -0.033
C 1.73693 2.90402 -1.26602 -0.088
C -0.05958 1.73190 2.23001 -0.472
C 1.19768 1.69439 2.84746 -0.082
C 1.28692 1.49869 4.21446 -0.024
C 0.13584 1.29049 4.97772 -0.024
C -1.11194 1.31907 4.38125 -0.048
C -1.22158 1.54671 3.00727 -0.174
P -2.87298 1.02535 -0.15522 0.770
C -4.45410 1.57424 0.41918 -0.371
C -4.93764 1.22868 1.68300 -0.091
C -6.13160 1.77274 2.12396 -0.040
C -6.83063 2.65537 1.30918 -0.017
C -6.34945 2.99544 0.04872 -0.028
C -5.16107 2.45104 -0.41343 -0.067
C -2.96987 0.64941 -1.89279 -0.414
C -1.94695 1.02855 -2.76671 -0.082
C -2.03309 0.68391 -4.10814 -0.041
C -3.12223 -0.04681 -4.56855 -0.024
C -4.13665 -0.43184 -3.69736 -0.036
C -4.06606 -0.08693 -2.35798 -0.121
H -1.95191 3.18598 -0.20078 0.113
H 0.28312 4.41231 1.44337 0.119
H 1.66755 6.27906 0.63486 0.127
H 3.10258 5.99444 -1.35854 0.129
H 3.15169 3.84373 -2.57044 0.125
H 1.76134 1.96249 -1.79752 0.083
H 2.09883 1.85472 2.26348 0.112
H 2.25538 1.52725 4.69835 0.128
H 0.22015 1.13089 6.04524 0.129
H -2.00456 1.20053 4.98168 0.124
H -2.20029 1.74451 2.57867 0.072
H -4.40017 0.52802 2.31473 0.100
H -6.52106 1.50648 3.09804 0.125
H -7.76681 3.07513 1.65538 0.129
H -6.90551 3.67791 -0.58048 0.127
H -4.80097 2.69867 -1.40512 0.119
H -1.10617 1.61631 -2.41722 0.085
H -1.26200 1.00128 -4.79861 0.122
H -3.19078 -0.30344 -5.61806 0.127
H -4.99046 -0.98470 -4.06849 0.126
H -4.87499 -0.35940 -1.68695 0.115
C 1.00250 -6.16322 0.41803 0.031
C -0.32755 -5.56123 0.15943 -0.271
N -1.42783 -6.19415 -0.09480 0.189
N -2.36416 -5.21067 -0.26729 0.081
C -1.87964 -3.99523 -0.12604 -0.674
S -2.72058 -2.49738 -0.34760 0.595
N -0.57763 -4.19076 0.13465 -0.074
N 0.27511 -3.12847 0.43428 0.019
H 0.90252 -7.24525 0.39819 0.109
H 1.38897 -5.87188 1.39700 0.098
H 1.71764 -5.86294 -0.34897 0.095
H -3.31993 -5.46824 -0.47515 0.187
H 0.84450 -3.37424 1.23880 0.102
H 0.91550 -2.88949 -0.33156 0.083
C 2.92056 -0.21480 -0.59576 -0.225
N 4.33660 0.08418 -0.59958 -0.074
C 4.95735 -0.63193 -1.73435 -0.140
N 4.74125 -2.08027 -1.63965 -0.079
C 3.31637 -2.33215 -1.62706 -0.170
N 2.62563 -1.65636 -0.48099 -0.112
C 3.29328 -2.13433 0.76458 -0.208
N 4.71419 -1.88115 0.78529 -0.077
C 4.92828 -0.43495 0.64415 -0.147
C 5.32182 -2.55446 -0.37750 -0.138
H 2.47548 0.14807 -1.52549 0.103
H 2.45703 0.30784 0.24963 0.088
H 6.02612 -0.42749 -1.73474 0.137
H 4.52983 -0.26483 -2.66854 0.132
H 3.14165 -3.41055 -1.55384 0.122
H 2.87871 -1.96518 -2.55723 0.130
H 3.13760 -3.21822 0.85307 0.116
H 2.83043 -1.63238 1.62373 0.122
H 5.99768 -0.23352 0.63653 0.138
H 4.48261 0.07982 1.49850 0.124
H 5.16592 -3.63057 -0.29104 0.132
H 6.39177 -2.35737 -0.37894 0.138


# 6
30
Properties=species:S:1:pos:R:3:nbo_charge:R:1 method="wB97M-V/def2-TZVPD" smiles=O.O.O.O.O.O.O.O.O.O energy_ev=-20799.6734 charge=0 fmax_ev_per_a=2.30 lumo_energy_ev=0.0183 e_above_lowest_kcal_mol=67.78
O -2.68043 -7.52537 -14.66584 -0.974
H -2.58824 -8.42334 -14.28918 0.506
H -2.44293 -7.63108 -15.61879 0.490
O 1.45872 -3.36996 -16.52138 -0.949
H 1.24549 -2.90745 -17.32384 0.475
H 2.35361 -3.29975 -16.27589 0.496
O 1.36786 -5.29995 -19.06974 -0.949
H 1.53675 -4.36639 -19.11070 0.480
H 1.24031 -5.57575 -20.01506 0.506
O 0.00140 -5.74528 -16.24337 -0.999
H -0.90800 -5.41818 -16.15715 0.479
H 0.44562 -4.93865 -16.57828 0.512
O -2.37009 -4.84602 -15.02701 -0.999
H -3.25082 -4.49341 -15.00226 0.490
H -2.44457 -5.80285 -14.89672 0.515
O -0.23062 -4.04953 -13.46699 -0.966
H -0.52416 -4.24890 -12.59291 0.461
H -0.88726 -4.36641 -14.10557 0.487
O 0.00495 -7.58104 -18.36225 -0.972
H 0.39729 -6.70661 -18.13630 0.498
H 0.52503 -8.20956 -17.86787 0.461
O 3.57565 -5.34562 -17.61303 -0.977
H 4.26709 -4.97527 -18.17074 0.461
H 2.72547 -5.32049 -18.10323 0.484
O -1.55549 -2.97045 -17.32176 -0.940
H -2.08189 -3.68534 -17.67730 0.465
H -1.70358 -3.07976 -16.40650 0.477
O 0.60385 -8.12869 -15.19363 -0.962
H 0.32856 -7.29446 -15.52114 0.492
H 1.33372 -8.34113 -15.80031 0.451